# 1
DFT (wB97M-V/def2-TZVPD) results for a molecular structure, C11H4CuN2O5.

As for the total energy: -2546.96115 Eh. As for the expectation value of S²: 0.76. The total charge is +2. The spin multiplicity is 2. The value obtained for the LUMO energy (alpha / beta) is -8.89 / -10.73 eV.

Positions of all 23 atoms, in Å:
O 0.962 3.956 -2.779
C 0.736 3.034 -2.130
Cu 0.361 1.501 -1.053
O 1.352 3.000 1.425
C 0.980 2.437 0.494
C -0.258 0.565 -2.600
O -0.630 0.001 -3.530
C 2.130 0.848 -1.365
O 3.194 0.455 -1.553
C -1.408 2.153 -0.740
O -2.472 2.546 -0.552
N -1.081 -4.469 3.121
C -0.822 -3.533 2.474
C -0.576 -2.371 1.670
C 0.628 -1.681 1.816
C 0.880 -0.561 1.025
N -0.048 -0.112 0.130
C -1.214 -0.814 -0.051
C -1.499 -1.948 0.718
H 1.364 -2.000 2.543
H 1.806 -0.031 1.150
H -1.948 -0.499 -0.792
H -2.436 -2.475 0.577

# 2
DFT (wB97M-V/def2-TZVPD) results for a molecular structure, C11H4F9NO5Os.

As for the total energy: -1841.35005 Eh. The total charge is +2. Its energy relative to the best compared isomer or geometry (same formula, charge and spin) is 0.000 eV. The value obtained for the LUMO energy (alpha / beta) is -10.53 / -10.53 eV.

Positions of all 31 atoms, in Å:
Os 0.212 0.378 -1.211
O -3.290 -1.664 -0.904
C -2.316 -0.840 -0.906
O -1.283 -0.981 -1.628
C -2.426 0.385 -0.071
C -3.447 0.852 0.728
C -3.306 2.135 1.277
C -2.207 2.932 0.960
C -1.225 2.388 0.148
N -1.338 1.139 -0.274
C -0.019 3.071 -0.478
O 0.345 4.173 -0.347
O 0.610 2.160 -1.391
H -3.156 -2.428 -1.503
H -4.335 0.258 0.899
H -4.088 2.530 1.913
H -2.118 3.953 1.310
F 2.931 -3.396 -0.651
C 1.823 -2.731 -0.441
F 1.182 -2.584 -1.628
F 1.010 -3.400 0.352
C 2.101 -1.291 0.142
O 0.807 -0.668 0.225
C 3.002 -0.443 -0.779
F 4.142 -0.971 -1.071
F 2.233 -0.322 -1.986
F 3.131 0.789 -0.351
C 2.642 -1.349 1.611
F 3.815 -1.960 1.614
F 1.787 -2.004 2.374
F 2.779 -0.112 2.068

# 3
DFT (wB97M-V/def2-TZVPD) results for C11H4FNO3 in the gas phase.

As for the total energy: -801.87286 Eh. The total charge is 0. Its energy relative to the best compared isomer or geometry (same formula, charge and spin) is 0.000 eV. The SMILES is N#COC1=CC(=O)c2ccc(F)cc2C1=O. The value obtained for the LUMO energy is -1.91 eV.

Positions of all 20 atoms, in Å:
N 4.090 -1.840 1.447
C 3.784 -1.156 0.575
O 3.409 -0.371 -0.391
C 2.093 0.097 -0.228
C 1.851 1.228 0.420
C 0.456 1.719 0.572
O 0.241 2.831 0.994
C -0.633 0.780 0.197
C -1.947 1.100 0.513
C -2.981 0.243 0.163
C -2.675 -0.930 -0.501
F -3.662 -1.767 -0.838
C -1.378 -1.270 -0.843
C -0.357 -0.406 -0.491
C 1.044 -0.751 -0.861
O 1.331 -1.648 -1.612
H 2.672 1.799 0.833
H -2.148 2.029 1.028
H -4.002 0.503 0.404
H -1.188 -2.188 -1.382

Values for F_max, eV Å⁻¹, ordered as above
8.28; 1.59; 0.36